[1]
# C40H49As3N10O3PbS

A structure of composition C40H49As3N10O3PbS in a non-equilibrium geometry (ωB97M-V/def2-TZVPD, the Open Molecules 2025 dataset).

## Properties
- DFT total energy (hartree) = -9624.8406
- max |F| (eV/A) = 1.783
- net charge = +2
- orbital gap (eV) = 7.44

CARTESIAN COORDINATES (ANGSTROEM)
C -0.391 6.107 -3.425
H 4.136 -4.740 4.538
N -3.864 1.076 0.192
C 3.859 4.068 -2.099
H 5.523 0.476 1.496
C -2.766 3.066 -5.382
C 3.007 -3.148 1.774
C -2.711 0.692 0.672
C -3.411 1.851 -5.535
C -3.681 -1.695 6.389
H -4.841 -0.248 5.772
H -3.458 -5.131 -2.718
C -2.109 4.977 -3.924
H 5.216 1.202 -0.079
C 1.418 -0.534 4.010
O -0.767 4.854 -3.800
H -3.467 -2.099 7.382
H 5.796 -1.381 2.505
H -5.477 1.987 -1.512
H 4.184 3.621 -3.043
C 3.992 -2.165 1.644
As 3.902 -0.968 0.083
H 3.382 -3.912 -1.323
C 1.803 5.220 -2.893
C 5.014 -2.125 2.583
H 2.290 -4.813 2.928
C 2.574 1.920 -1.800
H -0.105 -4.186 2.064
C -4.804 1.310 -2.046
N -2.502 6.182 -3.668
C 5.514 -1.634 -0.836
H -2.186 3.486 -6.189
C 0.291 -0.990 4.674
C -2.147 -1.786 4.468
N 1.736 1.434 -0.893
C 1.396 -0.426 2.631
H 0.815 -5.561 1.394
As 1.622 -3.299 0.408
H -4.850 -2.427 -2.146
H -1.569 -1.540 1.915
H -5.661 -3.365 -0.869
H 2.309 -0.267 4.554
C 3.066 5.333 -2.340
H -0.415 -4.751 0.409
H -5.358 0.407 -2.321
H -4.362 -4.565 1.316
N 3.010 3.120 -1.411
N -1.844 0.309 -0.293
H -2.546 -5.989 -1.465
C -3.399 -5.334 -1.647
O -4.399 -0.529 6.582
S -1.463 -2.745 -1.534
H 1.083 2.365 0.925
H 0.306 -1.104 5.748
C -3.591 3.206 -3.123
H 4.507 6.680 -1.507
H 1.898 -4.845 -1.600
H 4.020 1.371 1.206
H 1.429 4.254 -3.204
H -2.486 0.693 1.717
C 1.688 2.412 0.043
C 3.523 6.583 -1.941
C -0.732 -1.240 2.532
N -3.743 0.954 -1.126
H 5.765 -0.968 -1.664
N 2.446 3.434 -0.247
C 2.716 7.702 -2.095
H -3.658 3.748 -2.191
H 4.729 4.286 -1.475
C -3.350 -4.175 1.200
C -0.829 -1.323 3.916
H -2.639 -4.968 1.435
H -3.214 -3.354 1.904
H 5.339 -2.632 -1.237
N -2.409 -1.425 5.729
C 0.361 -4.595 1.165
C -2.872 3.753 -4.178
H 2.250 -0.044 2.089
H -1.801 -0.779 6.209
C -4.111 1.295 -4.477
H 0.777 8.435 -2.664
C -4.191 1.962 -3.260
N -1.413 6.901 -3.357
H 6.351 -1.671 -0.139
C -2.526 0.497 -1.414
C -4.831 -2.691 -1.087
H -4.210 -2.438 5.781
H 3.080 8.667 -1.772
Pb 0.381 -0.843 -0.551
C 2.583 -4.474 -0.835
H 5.894 -3.021 4.315
C 5.074 -3.047 3.615
H 3.027 -5.318 -0.299
H 2.856 1.440 -2.716
C 4.746 0.689 0.763
H -4.933 -1.791 -0.481
C 4.095 -4.015 3.740
C 0.975 6.332 -3.009
C 1.433 7.583 -2.599
H -3.336 1.318 -6.470
N 0.346 -0.796 1.900
C 3.059 -4.057 2.824
O -2.905 -2.436 3.768
H -4.316 -5.826 -1.320
As -3.197 -3.667 -0.680
H -2.156 0.301 -2.398
H -4.592 0.336 -4.600

Atom charges from the Löwdin analysis, given in e for atoms 1 to 99: C -0.274; H 0.115; N 0.135; C -0.062; H 0.022; C 0.003; C -0.437; C -0.198; C -0.046; C -0.236; H 0.105; H 0.046; C -0.296; H 0.028; C 0.004; O 0.135; H 0.140; H 0.096; H 0.143; H 0.141; C -0.445; As 1.099; H 0.008; C 0.022; C -0.098; H 0.092; C -0.153; H 0.026; C -0.062; N 0.122; C -0.286; H 0.128; C 0.036; C -0.440; N -0.081; C -0.137; H 0.041; As 0.992; H 0.040; H 0.103; H 0.047; H 0.126; C -0.206; H -0.020; H 0.126; H 0.053; N -0.123; N -0.077; H 0.043; C -0.252; O -0.003; S 0.029; H 0.110; H 0.130; C 0.035; H 0.117; H 0.035; H 0.006; H 0.121; H 0.109; C -0.231; C -0.017; C -0.103; N -0.104; H 0.029; N 0.146; C -0.041; H 0.138; H 0.135; C -0.217; C -0.077; H 0.037; H -0.001; H 0.014; N 0.114; C -0.295; C -0.129; H 0.072; H 0.143; C -0.031; H 0.124; C -0.219; N 0.120; H 0.036; C -0.175; C -0.240; H 0.134; H 0.116; Pb 0.973; C -0.253; H 0.115; C -0.059; H 0.048; H 0.141; C -0.288; H 0.028; C -0.059; C -0.129; C 0.006

***

[2]
# C40H49Br2N8O8RbSSi

A structure of composition C40H49Br2N8O8RbSSi (ωB97M-V/def2-TZVPD, the Open Molecules 2025 dataset).

## Properties
- DFT total energy (hartree) = -8453.7118
- max |F| (eV/A) = 0.574
- net charge = -2
- orbital gap (eV) = 7.05

CARTESIAN COORDINATES (ANGSTROEM)
H -4.017 -2.800 3.039
H -3.456 1.372 2.272
C 3.860 -3.162 -0.660
H -2.792 3.211 -2.903
H 2.953 -1.236 -4.958
O -6.088 -0.011 3.491
H 2.733 5.169 0.576
H 0.856 5.624 5.773
H -1.846 3.232 4.878
C 4.837 -0.988 2.586
C 0.176 3.896 4.575
H 0.886 1.890 5.095
H -4.269 2.758 -4.580
H 7.983 -5.383 -0.565
C 3.694 -4.434 -0.135
N 4.089 -1.306 1.544
H -1.656 4.121 3.367
H 5.200 -1.768 -1.546
O -0.234 2.662 -1.324
N 1.924 -1.857 0.776
C -1.175 3.403 4.027
C 4.336 -0.812 3.864
N 7.084 -5.839 -0.602
O -3.344 -2.683 -2.274
C 2.961 -0.979 3.984
H -1.559 -1.967 -3.222
C -4.052 0.073 -2.940
H 1.184 4.470 0.073
C 5.088 -2.772 -1.162
H -0.603 6.503 1.016
C 4.763 -5.313 -0.100
C 1.060 5.554 1.975
C 1.588 6.887 2.531
Si 1.454 4.098 3.166
C -0.054 5.213 5.332
H -1.518 -2.998 3.230
O -4.147 -2.037 -0.280
C -3.385 -0.379 -1.808
H 4.634 -6.308 0.312
C -1.227 -0.900 2.908
C 1.293 -2.608 -4.866
C 1.261 -0.472 -3.862
H -5.262 -1.277 0.673
H 3.176 2.365 5.120
O -1.752 3.050 0.297
H 4.124 3.821 1.791
Br 2.175 -3.962 -5.875
H -0.160 2.647 6.296
H 1.201 7.110 3.529
N -2.555 0.388 -1.086
C 3.742 2.743 4.270
H 2.677 6.934 2.576
H 4.546 5.163 5.189
H 5.263 4.412 3.003
C -3.925 -0.682 2.713
S 2.466 -2.067 -0.701
O 2.920 -0.815 -1.287
H -4.676 -0.602 -3.510
C 0.651 2.838 5.583
N -1.746 0.296 2.632
H 2.943 4.827 5.835
H 1.445 6.211 -0.030
C -1.999 -2.042 3.066
C -0.454 5.709 1.759
H -0.979 6.017 2.665
C 6.006 -4.929 -0.599
H 7.119 -3.350 -1.535
H -0.497 5.979 4.694
H 1.522 3.162 6.157
C -3.865 1.385 -3.329
H -0.506 -3.753 -4.555
C -0.567 -1.812 -3.639
C 1.652 5.319 0.575
H 4.792 2.819 4.581
C 1.945 -1.418 -4.613
C -1.356 2.543 -0.766
H 1.734 0.475 -3.627
H -0.760 5.027 6.151
H 1.258 7.695 1.868
C -3.375 -1.931 2.961
C 3.278 4.124 3.785
C 4.232 4.498 2.640
H 7.018 -6.524 0.135
C -2.355 1.644 -1.507
H 2.727 -4.730 0.251
C 2.764 -1.484 1.763
H 3.169 6.139 4.675
H -0.145 -0.954 2.970
Rb 0.277 0.210 -0.352
H -0.909 4.801 1.354
C -3.001 2.187 -2.610
H 2.467 -0.831 4.943
H 5.900 -0.858 2.388
C 0.020 -2.825 -4.387
H -6.885 -0.776 1.249
H 4.096 5.518 2.281
C -5.411 -0.487 2.581
O 1.434 -2.774 -1.429
C 3.480 5.125 4.932
N -5.897 -0.887 1.399
C -3.629 -1.839 -1.405
C 6.156 -3.655 -1.138
C -3.067 0.393 2.534
O -4.539 1.846 -4.433
H 3.686 1.997 3.478
H 4.959 -0.530 4.700
N 2.179 -1.314 2.979
Br 1.292 2.255 1.945
H -1.090 2.463 3.481
N 0.036 -0.651 -3.381

Atom charges from the Löwdin analysis, given in e for atoms 1 to 99: H 0.119; H 0.127; C -0.293; H 0.123; H 0.098; O 0.003; H 0.058; H 0.061; H 0.088; C -0.155; C -0.620; H 0.072; H 0.091; H 0.073; C -0.051; N 0.128; H 0.066; H 0.112; O -0.170; N -0.168; C -0.104; C -0.102; N 0.068; O -0.031; C -0.168; H 0.089; C 0.042; H 0.052; C -0.057; H 0.086; C -0.040; C -0.612; C -0.104; Si 0.443; C -0.095; H 0.100; O -0.044; C -0.180; H 0.104; C -0.147; C -0.686; C -0.162; H 0.053; H 0.059; O -0.028; H 0.077; Br 0.684; H 0.084; H 0.065; N 0.124; C -0.130; H 0.055; H 0.080; H 0.081; C -0.137; S 0.499; O -0.387; H 0.125; C -0.106; N 0.069; H 0.061; H 0.084; C -0.049; C -0.097; H 0.061; C -0.335; H 0.102; H 0.060; H 0.059; C -0.304; H 0.105; C -0.107; C -0.109; H 0.083; C -0.120; C -0.785; H 0.115; H 0.082; H 0.080; C -0.018; C -0.620; C -0.108; H 0.073; C -0.219; H 0.121; C -0.481; H 0.063; H 0.069; Rb 0.841; H 0.057; C 0.035; H 0.104; H 0.100; C -0.102; H 0.102; H 0.057; C -0.533; O -0.314; C -0.098

***

[3]
# C40H49Br2N8O8RbSSi

A structure of composition C40H49Br2N8O8RbSSi (ωB97M-V/def2-TZVPD, the Open Molecules 2025 dataset).

## Properties
- DFT total energy (hartree) = -8453.7191
- max |F| (eV/A) = 0.488
- net charge = -2
- orbital gap (eV) = 6.93

CARTESIAN COORDINATES (ANGSTROEM)
O 2.775 1.134 -1.193
N -5.060 -2.135 -4.631
H -6.048 -5.896 1.091
C -3.007 -1.270 3.843
N -1.938 -0.748 1.778
N 2.516 -1.321 -2.559
H 3.692 4.069 1.003
N -3.304 1.468 -3.396
H 0.195 2.298 0.932
C -1.949 -0.766 3.095
H 5.102 0.191 2.342
C 4.973 0.937 1.559
H 0.371 -0.313 -4.138
H -5.483 -2.975 -4.988
C -4.076 -1.740 3.110
C -3.008 -1.303 1.146
C 0.206 0.748 -3.984
H -4.965 -2.123 3.608
C -6.060 1.121 -3.454
H -2.016 -4.306 -1.289
C -5.221 0.185 -4.033
C -5.163 -5.543 0.574
C -3.983 -3.796 -0.571
H 4.430 0.479 0.732
H 4.022 -0.210 5.778
O -5.220 -1.591 -1.188
C -0.142 3.397 -3.523
H 1.534 3.314 0.464
C 3.442 -0.412 -2.864
C -3.848 0.408 -3.981
H -2.102 -6.599 -0.425
H 0.178 2.915 4.571
H 5.263 0.062 -3.871
N -4.107 -1.761 1.790
H 6.341 -1.627 -4.953
C 4.710 -2.027 -4.077
H 2.072 2.921 5.696
H 3.816 -3.985 -4.145
H 6.073 3.240 2.536
H 4.917 0.679 4.544
C 3.747 -2.971 -3.776
O 1.298 -3.680 -1.416
Si 2.555 1.751 2.823
H -5.934 -3.559 0.241
H 3.862 -0.660 4.077
H 3.148 1.891 6.634
C -0.021 2.944 -4.819
C 4.108 3.088 0.779
H 1.728 -0.027 6.146
H 5.414 2.348 3.903
H -0.267 4.447 -3.298
C 3.282 1.025 -2.330
C -5.110 -4.243 0.096
C 4.250 2.207 2.032
Br -0.104 4.181 -6.262
H 4.673 3.871 3.398
C 1.547 0.318 5.121
C -4.122 2.339 -2.816
H -3.160 -0.290 -4.439
C -4.079 -6.398 0.399
C 4.559 -0.726 -3.629
S -3.876 -2.119 -1.143
C -2.950 -5.941 -0.277
H -0.799 3.560 3.255
H -0.168 2.758 -1.477
H 2.115 4.511 4.117
C 2.764 1.132 4.649
O 1.044 -4.184 -3.597
C 2.961 2.293 5.632
H 2.589 4.840 2.449
H 3.511 2.605 0.000
H 0.968 5.249 2.999
Rb -0.183 -1.450 -1.168
H 0.052 4.053 1.094
C -5.503 2.216 -2.820
H 1.397 -0.558 4.493
H 0.626 0.897 5.127
C -0.017 2.832 3.500
H 5.109 3.253 0.365
H -4.343 -2.223 -3.911
H 3.805 2.929 5.367
O 3.738 1.920 -3.074
C -5.819 -1.021 -4.688
H 5.968 1.213 1.192
H -7.130 0.963 -3.494
C 0.740 3.204 1.195
O -3.180 -2.201 -2.423
O 5.799 -2.406 -4.830
H -3.645 3.182 -2.327
H -4.719 -7.834 1.677
C 5.143 2.953 3.037
C -0.088 2.450 -2.512
O -6.904 -0.965 -5.256
H -3.227 -8.125 1.022
C 1.563 -3.583 -2.639
H -1.072 -0.350 3.582
C -2.899 -4.646 -0.761
C 1.769 4.506 3.082
Br 1.730 -0.011 1.705
N -2.866 -1.392 -0.185
H 0.282 1.225 -6.083
C 3.968 0.186 4.757
C 0.165 1.603 -5.078
N -4.140 -7.730 0.857
C 1.228 3.134 2.653
C 2.663 -2.573 -3.005
H -6.120 2.957 -2.330
N 0.072 1.153 -2.728
H -0.420 1.840 3.285
H -2.997 -1.280 4.923

Atom charges from the Löwdin analysis, given in e for atoms 1 to 99: O -0.097; N 0.189; H 0.101; C -0.087; N 0.115; N 0.123; H 0.059; N 0.098; H 0.055; C -0.162; H 0.056; C -0.115; H 0.109; H 0.109; C -0.166; C -0.472; C -0.142; H 0.099; C -0.014; H 0.117; C -0.133; C -0.044; C -0.280; H 0.054; H 0.081; O -0.313; C -0.107; H 0.063; C -0.180; C -0.085; H 0.114; H 0.062; H 0.113; N 0.127; H 0.085; C -0.305; H 0.060; H 0.122; H 0.081; H 0.054; C 0.042; O -0.190; Si 0.465; H 0.106; H 0.074; H 0.080; C -0.680; C -0.093; H 0.080; H 0.050; H 0.097; C -0.668; C -0.070; C -0.605; Br 0.691; H 0.067; C -0.130; C -0.143; H 0.117; C -0.331; C 0.031; S 0.564; C -0.025; H 0.086; H 0.100; H 0.061; C -0.621; O -0.034; C -0.098; H 0.058; H 0.048; H 0.081; Rb 0.776; H 0.086; C -0.061; H 0.043; H 0.053; C -0.104; H 0.090; H 0.054; H 0.060; O -0.049; C -0.510; H 0.085; H 0.118; C -0.118; O -0.376; O 0.032; H 0.100; H 0.073; C -0.105; C -0.127; O 0.019; H 0.076; C -0.751; H 0.075; C -0.034; C -0.092; Br 0.595

***

[4]
# C40H49BrN6O4Rb

A structure of composition C40H49BrN6O4Rb in a non-equilibrium geometry (ωB97M-V/def2-TZVPD, the Open Molecules 2025 dataset).

## Properties
- DFT total energy (hartree) = -4781.0795
- max |F| (eV/A) = 3.654
- net charge = +1
- orbital gap (eV) = 9.45

CARTESIAN COORDINATES (ANGSTROEM)
H -5.756 5.455 16.211
H -16.993 4.482 19.244
C -16.224 3.825 24.594
C -13.651 1.754 22.829
C -10.678 5.668 24.204
H -17.755 3.478 26.098
N -12.711 2.125 21.985
H -10.060 11.784 18.696
C -14.276 2.829 23.630
H -7.905 2.819 19.686
C -14.120 0.450 22.895
H -15.755 5.689 25.724
C -14.371 -1.808 21.823
C -19.462 5.889 19.937
H -4.687 4.244 18.264
C -10.515 7.336 19.784
H -11.275 4.718 23.943
H -16.217 2.032 23.449
H -8.706 8.375 20.085
H -14.658 -1.883 20.777
O -15.604 5.229 21.421
C -6.971 3.334 17.035
H -7.796 3.545 16.362
C -19.102 4.667 19.090
H -14.968 0.162 23.554
C -8.414 3.731 19.611
H -19.898 3.907 19.327
C -9.307 7.964 24.714
H -10.465 8.621 23.056
C -12.478 8.516 19.706
N -11.832 7.342 19.664
C -6.741 4.600 17.887
H -20.497 6.183 19.828
H -10.037 3.081 20.897
C -10.413 9.691 20.200
H -10.681 11.252 22.536
H -5.469 5.493 19.313
H -8.454 6.770 18.259
H -19.007 4.829 18.052
H -18.024 4.787 24.930
H -7.542 10.251 20.702
H -13.808 -2.722 22.045
C -9.555 3.904 20.376
H -5.699 3.802 19.624
H -7.298 2.470 17.588
C -6.472 5.746 16.917
N -19.153 5.526 21.349
C -10.245 7.828 23.758
H -9.394 4.659 25.700
C -8.687 5.924 18.826
C -11.788 9.667 20.042
C -9.656 10.862 20.648
H -9.767 12.589 21.806
H -8.552 9.489 22.056
H -12.318 10.554 20.286
H -8.535 10.888 18.839
C -9.193 11.550 19.312
C -12.174 1.206 21.185
H -8.179 11.183 22.112
H -18.739 6.710 19.724
C -15.641 2.832 23.863
C -9.687 5.615 25.151
Br -7.763 6.892 26.927
N -10.194 5.047 20.451
H -17.998 3.863 21.925
O -17.074 6.741 22.192
Rb -12.851 5.506 21.474
C -17.920 4.704 21.209
C -7.961 4.779 18.832
C -5.579 4.494 18.840
C -8.385 10.374 21.423
H -8.732 8.846 24.880
C -13.629 -0.508 21.987
H -12.101 -0.833 20.460
C -12.558 -0.132 21.174
H -6.021 3.010 16.569
H -7.431 6.045 16.428
C -15.419 4.828 25.079
H -18.029 6.796 22.130
H -17.747 3.065 19.722
O -18.338 2.902 24.176
H -19.278 2.921 24.364
H -8.811 12.553 19.616
O -15.574 -1.737 22.569
N -10.958 6.731 23.448
C -10.428 11.784 21.614
C -9.066 6.819 25.487
C -17.676 3.766 25.061
H -13.366 5.381 25.380
C -9.770 6.068 19.747
C -16.767 5.552 21.626
H -16.039 -2.561 22.295
N -13.459 3.792 24.069
C -17.859 4.147 19.788
H -13.530 8.447 19.612
H -11.400 1.620 20.511
H -11.339 12.226 21.209
H -19.927 4.987 21.700
H -6.030 6.648 17.334
C -14.010 4.691 24.863
C -9.764 8.482 20.005

Atom charges from the Löwdin analysis, given in e for atoms 1 to 99: H 0.067; H 0.111; C -0.200; C -0.230; C -0.187; H 0.131; N 0.101; H 0.089; C -0.217; H 0.103; C 0.056; H 0.143; C -0.210; C -0.175; H 0.096; C -0.251; H 0.103; H 0.121; H 0.117; H 0.126; O -0.057; C -0.033; H 0.092; C -0.155; H 0.134; C 0.004; H 0.131; C -0.102; H 0.097; C -0.100; N 0.001; C -0.544; H 0.117; H 0.091; C -0.202; H 0.094; H 0.106; H 0.100; H 0.100; H 0.123; H 0.100; H 0.134; C -0.114; H 0.065; H 0.065; C -0.054; N -0.027; C -0.157; H 0.137; C 0.062; C 0.013; C -0.529; H 0.069; H 0.071; H 0.103; H 0.063; C -0.002; C -0.120; H 0.076; H 0.132; C 0.033; C -0.101; Br 0.722; N 0.039; H 0.153; O 0.126; Rb 0.897; C -0.231; C -0.158; C -0.044; C -0.036; H 0.102; C -0.162; H 0.125; C -0.005; H 0.100; H 0.102; C 0.010; H 0.078; H 0.121; O -0.057; H 0.099; H 0.105; O -0.077; N 0.015; C -0.034; C -0.618; C -0.187; H 0.103; C -0.215; C -0.459; H 0.115; N 0.079; C -0.128; H 0.105; H 0.099; H 0.083; H 0.114; H 0.087